Molecular formula: C3H12NO2S2
Method: DFT, ωB97M-V/def2-TZVPD

The value obtained for the relative energy (zero: lowest compared OMol25 entry of this formula, charge and spin) is 42.6 kcal per mole. Its multiplicity is 2. As for the max |F|: 7.5 eV Å⁻¹. As for the total charge: +2. The frontier orbital gap (spin up / spin down) is 10.18 / 6.27 eV. Its HOMO energy (spin up / spin down) is -18.41 / -18.43 eV.

Geometry as XYZ:
```
20
C3H12NO2S2 (ωB97M-V/def2-TZVPD)
S 2.458 -1.475 1.804
S 1.338 0.006 2.452
O -0.142 -1.970 -1.369
O -0.665 0.366 -1.916
N -1.252 -0.461 0.671
C 0.817 1.002 0.834
C -0.630 0.955 0.549
C -0.741 1.478 -0.884
H 0.049 2.214 -1.303
H -1.823 1.928 -0.988
H 0.603 -2.370 -1.750
H 3.456 -1.040 1.015
H 1.208 1.941 1.009
H -0.864 -0.893 1.425
H -0.682 -2.726 -1.136
H -1.304 1.553 1.264
H 1.410 0.413 0.021
H -1.260 -0.821 -0.402
H -2.298 -0.382 0.789
H 0.322 0.284 -2.086
```